(1)
Entry from the Open Molecules 2025 dataset: a structure of composition C7H11I2N2O5RuS in a non-equilibrium geometry (ωB97M-V/def2-TZVPD).

Atoms and positions in Å:
C (-2.57201, 1.48663, -0.10960)
I (-0.64134, 0.76494, 2.50994)
H (-3.28932, 1.89327, -0.82966)
H (-1.94564, 2.26278, 0.32806)
H (-3.11022, 1.00923, 0.71630)
C (2.43182, 3.42651, -0.78280)
C (0.83950, 1.80495, -0.58482)
N (2.03709, 2.27725, -0.11598)
H (1.36448, 4.49780, -2.40788)
I (1.22352, -1.01410, -2.16831)
N (0.50567, 2.70261, -1.56444)
H (3.35371, 3.93554, -0.55195)
Ru (0.00000, 0.00000, 0.00000)
C (-1.74443, 0.39983, -0.79449)
O (-2.16071, -0.18984, -1.76330)
C (1.46277, 3.69853, -1.69082)
C (-0.64085, 2.59295, -2.46486)
H (-0.45694, 3.23287, -3.32970)
H (-1.56039, 2.90957, -1.96666)
H (-0.72249, 1.55928, -2.80047)
C (2.90000, 1.56358, 0.82181)
H (3.46085, 2.29194, 1.41103)
H (3.59239, 0.91954, 0.27054)
H (2.27403, 0.96617, 1.48690)
O (0.77193, -3.72703, -0.38470)
S (-0.57561, -3.08287, -0.02688)
O (-1.28852, -4.18036, 0.77639)
O (-0.33812, -1.74923, 1.03846)
O (-1.50767, -2.81458, -1.44157)

Results
expectation value of S² = 8.770
LUMO level (spin up / spin down) = 4.49 / 4.44 eV
spin multiplicity = 6
total energy = -50269.3873 eV
gap between HOMO and LUMO (spin up / spin down) = 3.9835 / 5.6294 eV
total charge = -2

---

(2)
Entry from the Open Molecules 2025 dataset: a structure of composition C4H6N4O in a non-equilibrium geometry (ωB97M-V/def2-TZVPD).

Atoms and positions in Å:
C (-2.65999, -0.48683, -0.04309)
C (0.11730, 1.54668, -0.00477)
C (2.16102, 0.37296, 0.14322)
C (-0.29496, -0.61461, 0.04344)
H (-3.34636, -0.27723, 0.85707)
H (-3.06180, -0.14771, -0.96034)
H (-2.47801, -1.55344, -0.17085)
H (0.59155, 2.46263, -0.10674)
H (2.58306, 1.41142, 0.90066)
H (3.76692, -0.46021, 0.05154)
N (-1.36756, 0.12045, 0.09950)
N (-1.18867, 1.43229, -0.15118)
N (0.71363, 0.36624, 0.03027)
N (2.83060, -0.69828, -0.29192)
O (-0.11396, -1.86120, 0.09865)

Results
LUMO level = 0.49 eV
total energy = -12250.8295 eV
gap between HOMO and LUMO = 9.3607 eV

---

(3)
Entry from the Open Molecules 2025 dataset: a structure of composition C19H15Cl2N2O4Zr in a non-equilibrium geometry (ωB97M-V/def2-TZVPD).

Atoms and positions in Å:
Zr (-0.77194, -0.59071, -1.19343)
C (-4.81513, 0.20672, -1.82216)
C (-3.38457, 0.60642, -1.69470)
O (-2.49267, -0.30620, -2.08554)
C (-3.00542, 1.81763, -1.19683)
C (-1.65933, 2.29846, -1.01527)
C (-1.41299, 3.69219, -0.55222)
N (-0.64614, 1.49800, -1.25196)
N (0.66704, 1.95776, -1.02004)
C (1.51916, 0.99928, -1.15410)
O (1.13847, -0.25868, -1.49178)
C (2.93788, 1.23416, -0.83532)
C (3.76963, 0.14837, -0.58515)
C (5.09727, 0.35648, -0.24234)
C (5.59527, 1.64889, -0.16639)
C (4.76759, 2.73405, -0.43180)
C (3.43937, 2.53157, -0.76386)
H (-5.16003, -0.21693, -0.87577)
H (-4.92982, -0.54991, -2.59442)
H (-5.44098, 1.06659, -2.05204)
H (-3.80052, 2.50038, -0.93765)
H (-2.34764, 4.22570, -0.40355)
H (-0.79475, 4.21699, -1.28126)
H (-0.83936, 3.67648, 0.37557)
H (3.37667, -0.85600, -0.66005)
H (5.74263, -0.48795, -0.03904)
H (6.63238, 1.81307, 0.09659)
H (5.16105, 3.74080, -0.38047)
H (2.78621, 3.36844, -0.97058)
Cl (-0.68749, -5.41747, 4.36921)
C (-0.75796, -4.09080, 3.26724)
C (-0.83920, -2.78995, 3.76229)
C (-0.91208, -1.70455, 2.91328)
Cl (-1.01349, -0.12024, 3.57786)
C (-0.91398, -1.88345, 1.53381)
O (-1.03615, -0.82561, 0.72513)
C (-0.79270, -3.20008, 1.04108)
C (-0.68790, -3.52557, -0.34516)
O (-0.65289, -2.70346, -1.28944)
C (-0.72851, -4.29828, 1.91896)
H (-0.84697, -2.62738, 4.83255)
H (-0.61518, -4.58275, -0.60218)
H (-0.64482, -5.30245, 1.52089)

Results
LUMO level = -4.73 eV
total energy = -57439.9221 eV
gap between HOMO and LUMO = 6.6113 eV
total charge = +1

---

(4)
Entry from the Open Molecules 2025 dataset: a structure of composition C4H13N2 in a non-equilibrium geometry (ωB97M-V/def2-TZVPD).

Atoms and positions in Å:
C (-0.48172, -1.89549, -1.29429)
C (0.22328, -1.26549, -0.02357)
N (1.04272, -0.08274, -0.35606)
C (1.90238, 0.28240, 0.71196)
H (-1.08185, -2.78164, -0.99132)
H (0.20688, -2.27347, -2.07194)
H (-1.18440, -1.25050, -1.85093)
H (0.82829, -2.05848, 0.43965)
H (-0.56340, -0.93296, 0.67491)
H (0.68207, 0.49700, -1.12902)
H (2.40712, 1.23003, 0.45732)
H (1.27902, 0.51662, 1.61076)
H (2.64635, -0.49735, 0.94924)
C (-1.81970, 1.70754, 0.90436)
N (-0.89755, 1.74109, -0.01615)
H (-1.96144, 0.84119, 1.57909)
H (-2.41294, 2.61138, 1.07679)
H (-0.91722, 2.69017, -0.41188)
H (0.10212, 0.92068, -0.25892)

Results
LUMO level = -4.58 eV
total energy = -7329.9630 eV
gap between HOMO and LUMO = 9.5493 eV
total charge = +1

---

(5)
Entry from the Open Molecules 2025 dataset: an isolated molecule of C6H10O (ωB97M-V/def2-TZVPD).

Atoms and positions in Å:
O (-0.28163, 1.76430, -1.77675)
C (0.11739, 0.48652, -1.28800)
C (-1.07980, -0.37106, -0.95220)
C (-1.16877, -1.12357, 0.14425)
C (-0.11291, -1.12603, 1.21298)
C (0.57750, 0.23811, 1.24193)
C (1.14584, 0.58157, -0.13401)
H (-0.80553, 2.19914, -1.09040)
H (0.62039, 0.02374, -2.14019)
H (-1.88095, -0.38021, -1.69211)
H (-2.05819, -1.73004, 0.30333)
H (0.62340, -1.91740, 0.99945)
H (-0.54919, -1.35579, 2.19215)
H (-0.15904, 0.99037, 1.55318)
H (1.37734, 0.26183, 1.98903)
H (1.55875, 1.59629, -0.15013)
H (1.98952, -0.09145, -0.33694)

Results
LUMO level = 1.03 eV
total energy = -8431.1417 eV
gap between HOMO and LUMO = 10.5323 eV

---

(6)
Entry from the Open Molecules 2025 dataset: an isolated molecule of C2H4F3NO3S in a non-equilibrium geometry (ωB97M-V/def2-TZVPD).

Atoms and positions in Å:
N (1.77812, -0.46047, -0.93493)
S (1.43042, 0.63867, 0.24264)
O (1.30218, -0.02838, 1.51486)
O (2.29291, 1.76222, 0.02134)
O (-0.04873, 1.13820, -0.18501)
C (-1.17901, 0.61037, 0.48639)
C (-1.63131, -0.68377, -0.17519)
F (-0.69972, -1.65641, -0.07767)
F (-2.74224, -1.14466, 0.42635)
F (-1.92128, -0.48463, -1.46158)
H (1.65335, -1.40071, -0.61114)
H (2.72246, -0.30179, -1.30127)
H (-1.95947, 1.35399, 0.37545)
H (-0.98989, 0.38858, 1.53857)

Results
LUMO level = 0.57 eV
total energy = -28759.2028 eV
gap between HOMO and LUMO = 11.8886 eV

---

(7)
Entry from the Open Molecules 2025 dataset: the ion C14H29BrN with charge +1 (ωB97M-V/def2-TZVPD).

Atoms and positions in Å:
C (4.16455, 0.93906, 1.30475)
C (4.34742, 1.09696, -0.20033)
C (3.83042, -0.10703, -0.98635)
C (2.29753, -0.18959, -1.01580)
C (1.76068, -1.61382, -0.88298)
C (0.22222, -1.69650, -0.85720)
C (-0.36059, -1.95907, 0.54492)
C (-1.76581, -2.57210, 0.56027)
C (-2.89293, -1.56878, 0.27961)
N (-2.34803, -0.21373, -0.09035)
C (-3.37746, 0.84642, -0.42202)
Br (-4.64582, 0.17088, -1.71039)
C (-2.70900, 2.13020, -0.93080)
C (-2.58109, 3.24638, 0.11431)
C (-1.43195, 0.30870, 1.00031)
C (-0.37620, -0.71704, 1.43700)
H (4.48732, 1.83074, 1.84379)
H (4.74346, 0.09400, 1.68466)
H (3.11841, 0.75915, 1.57384)
H (5.40324, 1.26199, -0.42493)
H (3.82263, 1.99730, -0.54082)
H (4.23390, -1.02455, -0.54285)
H (4.22060, -0.07920, -2.00652)
H (1.91199, 0.24528, -1.94421)
H (1.89355, 0.43074, -0.20553)
H (2.16609, -2.06057, 0.03161)
H (2.15036, -2.22184, -1.70277)
H (-0.13315, -2.47742, -1.53490)
H (-0.13940, -0.74460, -1.27799)
H (0.29838, -2.68809, 1.02068)
H (-1.82931, -3.39325, -0.15338)
H (-1.93867, -2.99484, 1.55125)
H (-3.51953, -1.87927, -0.54976)
H (-3.54776, -1.39703, 1.13591)
H (-1.77471, -0.33387, -0.93034)
H (-3.93384, 1.00541, 0.50017)
H (-1.72854, 1.87503, -1.34893)
H (-3.29510, 2.49158, -1.77235)
H (-1.64946, 3.20961, 0.67758)
H (-3.40921, 3.22394, 0.82585)
H (-2.62542, 4.21762, -0.37634)
H (-2.09955, 0.58182, 1.81865)
H (-0.98424, 1.21710, 0.60808)
H (-0.57683, -1.01359, 2.46737)
H (0.60083, -0.23411, 1.42722)

Results
LUMO level = -2.30 eV
total energy = -86515.1312 eV
gap between HOMO and LUMO = 11.3063 eV
total charge = +1

---

(8)
Entry from the Open Molecules 2025 dataset: a structure of composition C13H17N3O2S in a non-equilibrium geometry (ωB97M-V/def2-TZVPD).

Atoms and positions in Å:
C (4.56038, 2.73960, -2.07022)
C (4.37519, 1.18851, -1.79082)
O (3.59982, 0.80706, -0.66904)
C (2.26954, 1.02196, -0.83221)
C (1.51431, 0.97275, 0.22493)
C (0.30583, 1.03918, 0.35599)
N (-0.59892, 1.04289, 1.42100)
C (-1.88376, 0.85728, 0.58304)
N (-1.75678, 1.04050, -0.69095)
C (-0.49416, 1.12097, -0.85509)
C (0.39648, 1.08954, -2.02302)
C (1.72920, 1.11396, -2.14028)
H (2.02249, 1.40725, -3.08189)
H (-0.25000, 1.29747, -2.92068)
S (-3.44761, 0.85906, 1.40610)
C (-3.06253, -0.36894, 2.82316)
H (-2.84747, 0.11728, 3.70027)
C (-2.12307, -1.41457, 2.29907)
O (-1.10266, -1.71995, 2.77451)
N (-2.46008, -2.28499, 1.34332)
C (-3.85016, -2.27471, 0.54815)
H (-3.67150, -2.89667, -0.11795)
H (-4.04815, -1.33125, 0.39630)
H (-4.48914, -2.58209, 1.48637)
C (-1.60068, -3.49749, 0.52955)
H (-0.74297, -3.24133, 1.30718)
H (-1.50411, -2.89874, -0.37302)
H (-1.97681, -4.43854, 0.82948)
H (-4.04866, -0.78743, 2.98817)
H (-0.52516, 0.62345, 2.36489)
H (2.24627, 0.62530, 1.27677)
H (4.15409, 0.65341, -2.85849)
H (5.49840, 0.83440, -1.52429)
H (3.54707, 3.22568, -2.47681)
H (4.94142, 3.34024, -1.32221)
H (5.32385, 2.71896, -2.91126)

Results
LUMO level = 0.45 eV
total energy = -33148.8075 eV
gap between HOMO and LUMO = 7.9078 eV